{"formula": "C36H49F5N2O28S3", "method": "ωB97M-V with the def2-TZVPD basis set", "species": ["C", "C", "C", "C", "C", "C", "N", "O", "O", "H", "H", "H", "H", "H", "C", "C", "C", "C", "C", "C", "N", "O", "O", "H", "H", "H", "H", "H", "O", "S", "O", "O", "C", "C", "C", "H", "H", "H", "H", "H", "H", "H", "H", "O", "S", "O", "O", "C", "C", "C", "H", "H", "H", "H", "H", "H", "H", "H", "O", "S", "O", "O", "C", "C", "C", "H", "H", "H", "H", "H", "H", "H", "H", "C", "C", "O", "C", "O", "O", "F", "H", "H", "H", "C", "C", "O", "C", "O", "O", "F", "H", "H", "H", "C", "C", "O", "C", "O", "O", "F", "H", "H", "H", "C", "C", "O", "C", "O", "O", "F", "H", "H", "H", "C", "C", "O", "C", "O", "O", "F", "H", "H", "H"], "coordinates": [[0.349635, 6.730760, -2.325799], [-0.477591, 7.619381, -1.532480], [-1.173519, 8.625972, -2.116126], [-0.946205, 8.981205, -3.419287], [-0.041783, 8.207399, -4.185469], [0.533500, 7.088245, -3.703884], [-1.599487, 10.167546, -4.000139], [-2.132288, 10.936631, -3.272491], [-1.598319, 10.345763, -5.205733], [0.811643, 5.870852, -1.863740], [-0.592289, 7.411668, -0.478868], [-1.801444, 9.229935, -1.477890], [0.006357, 8.368967, -5.252220], [1.210881, 6.604236, -4.391844], [-0.223365, -11.118406, 8.051542], [1.127502, -10.748413, 8.179488], [1.578875, -9.753807, 7.261795], [0.718568, -9.036924, 6.404654], [-0.629068, -9.403384, 6.366553], [-1.044308, -10.457192, 7.165759], [1.186571, -8.059949, 5.434897], [0.351750, -7.332692, 4.962637], [2.345174, -7.956025, 5.144076], [-0.600846, -11.812034, 8.788269], [1.747085, -11.156051, 8.964568], [2.654231, -9.671947, 7.204204], [-1.295187, -9.004258, 5.615959], [-2.043349, -10.867370, 7.157471], [-7.027911, -1.282332, 1.362289], [-7.026358, -1.039573, 2.829813], [-8.293613, -0.727307, 3.459544], [-6.401999, -2.323140, 3.660344], [-5.236299, -2.991052, 3.233729], [-5.535527, -4.473259, 2.963421], [-5.758436, 0.257857, 3.303794], [-4.399770, -2.907856, 3.927558], [-4.914045, -2.562856, 2.284561], [-4.603880, -4.904995, 2.597711], [-6.339414, -4.565430, 2.233097], [-5.782641, -4.959054, 3.907375], [-5.851318, 0.288702, 4.389385], [-6.033028, 1.165120, 2.765662], [-4.844352, -0.179571, 2.902296], [-5.625150, -5.787572, -3.307581], [-5.730779, -4.581646, -4.098715], [-4.879590, -3.423860, -3.853067], [-5.589892, -4.897932, -5.741997], [-5.898141, -6.223091, -6.247787], [-5.791272, -6.251940, -7.833392], [-7.526403, -4.124173, -4.102681], [-6.874883, -6.507824, -5.856664], [-5.143907, -6.884709, -5.821751], [-6.416348, -5.509612, -8.329693], [-6.063922, -7.224727, -8.242608], [-4.763758, -5.993476, -8.089325], [-7.602806, -3.127780, -4.537970], [-7.830995, -4.133113, -3.056143], [-8.133191, -4.825515, -4.675419], [5.396199, 3.827714, -1.855206], [6.838771, 3.705453, -1.788773], [7.518971, 2.457223, -2.154544], [7.558774, 4.922912, -2.686972], [6.919330, 6.212036, -2.677565], [6.921630, 6.802392, -4.147154], [7.457891, 4.036915, -0.044253], [7.637216, 6.845870, -2.157002], [5.935428, 6.236566, -2.209121], [7.910141, 6.783413, -4.606035], [6.529702, 7.819488, -4.147784], [6.209459, 6.211628, -4.723260], [6.836030, 3.458357, 0.638867], [7.477120, 5.100636, 0.192875], [8.432390, 3.555169, 0.035507], [1.961200, -0.286685, 0.876979], [0.532105, -0.783136, 0.731867], [-0.211632, 0.272825, 1.238141], [0.565134, 1.014550, 2.075527], [0.170385, 1.944960, 2.729797], [1.865940, 0.603084, 1.934009], [0.366462, -1.736498, 1.614944], [2.330188, 0.236078, -0.005448], [2.658180, -1.030387, 1.263284], [0.210926, -1.203328, -0.221227], [3.492278, 4.662220, 6.316660], [2.537649, 5.766079, 6.626707], [2.719394, 6.759883, 5.633282], [3.789761, 6.474757, 4.934231], [4.231378, 7.177488, 4.000582], [4.235721, 5.244316, 5.277160], [2.731861, 6.300655, 7.743085], [2.992257, 3.729594, 6.055333], [4.051037, 4.639915, 7.252269], [1.507216, 5.411505, 6.650690], [7.287815, -2.515014, 4.554636], [8.082240, -3.424237, 5.476048], [7.014918, -4.154968, 6.101652], [5.865085, -3.294545, 6.084306], [4.724599, -3.575719, 6.445458], [6.226352, -2.220806, 5.386910], [8.851877, -2.769271, 6.291548], [7.026516, -2.972428, 3.600389], [7.938640, -1.650496, 4.423730], [8.734888, -4.102533, 4.926443], [-3.935014, 2.440955, -3.938677], [-5.210443, 2.847936, -3.206416], [-5.660149, 3.917319, -3.982050], [-4.636706, 4.512844, -4.506124], [-4.603288, 5.668594, -4.848498], [-3.601267, 3.713648, -4.551946], [-4.831005, 3.255839, -1.977707], [-4.068395, 1.772557, -4.789295], [-3.135984, 2.032522, -3.319947], [-5.890787, 1.996381, -3.197496], [1.178802, 0.481202, -6.862748], [1.095224, -0.905018, -6.281932], [0.769980, -1.615031, -7.406932], [0.411600, -0.798289, -8.479196], [0.094196, -1.173967, -9.622959], [0.353637, 0.483162, -7.981808], [0.137645, -0.951220, -5.349752], [2.226408, 0.700845, -7.068614], [0.730863, 1.125183, -6.105948], [2.002163, -1.107482, -5.712216]], "atomic_forces_ev_per_a": [[-1.00, 2.29, -0.44], [1.80, -3.28, -0.95], [-0.45, 1.83, 0.52], [1.19, -1.08, -0.96], [-2.41, 1.67, -0.94], [0.78, -1.16, 2.47], [0.19, -0.50, -1.64], [-0.86, 1.07, 2.26], [0.71, -0.92, -0.33], [0.12, 0.02, -0.09], [-0.10, -0.03, 0.03], [-0.21, 0.15, -0.20], [0.27, 0.55, -0.01], [-0.05, -0.63, 0.28], [1.72, 0.77, 1.29], [-1.41, 1.40, -1.76], [0.42, -0.61, 0.43], [-0.16, -2.13, 1.10], [0.29, -0.48, -0.27], [-0.61, -0.48, 0.12], [-0.04, 0.70, 0.04], [-1.39, 0.46, -0.34], [1.50, -0.82, 0.35], [-0.32, -0.32, -0.32], [0.27, -0.11, -0.33], [0.06, 0.78, -0.08], [0.01, 0.33, 0.20], [-0.34, 0.51, -0.45], [0.57, 0.29, 3.21], [-0.19, 0.16, -1.34], [1.56, -0.56, -0.40], [-1.42, 1.47, 0.07], [0.49, -0.98, -1.66], [0.33, 0.79, 0.54], [-1.41, -1.71, -0.97], [-0.33, 0.34, 0.40], [0.13, 0.16, -0.09], [-0.13, -0.21, -0.17], [0.11, -0.13, 0.08], [-0.21, -0.13, -0.14], [0.31, 0.25, -0.21], [0.03, -0.05, 0.27], [0.20, 0.33, 0.37], [0.31, 0.82, -0.86], [-0.82, 0.32, -1.33], [-1.38, -1.78, -0.44], [0.28, 0.55, 1.34], [0.27, -0.08, -0.71], [0.04, 0.70, 1.55], [1.16, 0.27, 0.25], [-0.12, -0.16, -0.28], [-0.16, -0.22, -0.12], [-0.19, 0.05, 0.32], [0.16, -0.07, 0.29], [0.02, -0.24, -0.07], [0.03, -0.08, 0.11], [0.01, 0.10, -0.08], [0.40, -0.15, 0.04], [1.34, 0.08, -0.05], [1.70, -0.61, 0.49], [-1.33, 2.26, 0.10], [-1.39, -2.08, 1.06], [1.31, 1.63, -1.50], [-0.97, -1.04, 1.13], [-0.35, -0.49, -1.05], [-0.34, 0.09, 0.58], [0.11, -0.28, -0.13], [-0.08, -0.11, 0.19], [0.16, 0.06, 0.22], [0.22, -0.05, -0.30], [-0.44, 0.31, -0.21], [-0.10, -0.17, -0.09], [0.12, 0.41, -0.42], [0.62, -0.54, -0.58], [0.96, 0.59, -0.47], [-0.73, 0.96, -0.50], [0.26, 1.54, 0.06], [0.71, -1.74, -0.72], [-1.23, 1.87, 1.49], [-0.36, -2.95, 1.89], [0.08, -0.15, -0.12], [-0.15, -0.43, -0.78], [-0.16, 0.85, -0.24], [0.00, 1.01, 0.55], [-3.19, -1.68, -3.65], [-1.07, 0.15, 0.67], [1.74, 1.49, -4.25], [-1.16, -2.61, 3.54], [1.60, -0.27, -1.06], [1.40, 2.47, 5.33], [0.40, 0.07, -0.20], [0.60, -0.85, -0.28], [-0.33, 0.20, -0.68], [2.48, 0.24, 0.52], [-1.67, -2.60, -2.80], [-0.68, 1.27, 0.70], [-1.92, -2.50, -0.10], [4.10, 0.91, -0.48], [-2.14, 1.42, 0.02], [0.97, 1.44, 2.23], [-0.27, -0.04, 0.16], [-0.53, 0.33, -0.33], [-0.34, -0.48, 0.09], [0.05, 0.60, -1.25], [1.21, -1.73, -1.29], [-3.00, -1.34, 1.87], [1.72, 3.80, -1.14], [-0.34, -1.19, -0.03], [2.04, -1.33, 0.27], [-0.57, 0.34, 0.71], [-0.43, -0.30, 0.26], [-0.08, 0.53, 0.15], [-0.58, 0.60, 0.47], [0.04, 0.95, 2.00], [0.90, 1.95, -0.48], [0.12, -1.76, -1.48], [-1.87, -0.72, -2.70], [1.52, 1.44, 4.99], [0.34, -1.17, -1.79], [-1.63, -0.55, 0.81], [-0.12, 0.41, -0.32], [0.40, 0.49, -0.24], [0.30, -1.02, -0.79]], "lowdin_charge": [-0.012, -0.061, -0.038, -0.120, -0.027, -0.080, -0.370, 0.096, 0.072, 0.093, 0.104, 0.123, 0.118, 0.103, -0.085, -0.044, 0.009, -0.137, 0.002, -0.083, -0.381, 0.077, 0.097, 0.105, 0.103, 0.111, 0.119, 0.107, -0.324, 0.676, -0.296, -0.272, -0.305, -0.057, -0.079, 0.122, 0.105, 0.079, 0.083, 0.077, 0.069, 0.068, 0.054, -0.299, 0.667, -0.297, -0.298, -0.240, -0.048, -0.100, 0.102, 0.110, 0.069, 0.072, 0.072, 0.065, 0.066, 0.060, -0.309, 0.680, -0.316, -0.273, -0.262, -0.054, -0.089, 0.109, 0.112, 0.075, 0.072, 0.070, 0.062, 0.063, 0.059, -0.084, -0.352, 0.135, -0.495, 0.162, 0.065, 0.102, 0.142, 0.148, 0.175, -0.053, -0.422, 0.174, -0.520, 0.108, 0.079, 0.166, 0.148, 0.146, 0.172, -0.087, -0.372, 0.098, -0.448, 0.150, 0.075, 0.124, 0.148, 0.145, 0.167, -0.021, -0.305, 0.170, -0.636, 0.162, 0.087, 0.090, 0.139, 0.140, 0.173, -0.108, -0.374, 0.133, -0.412, 0.138, 0.083, 0.076, 0.145, 0.146, 0.172], "total_charge": 0, "gap_ev": 9.280, "homo_ev": -9.77, "lumo_ha": -0.018, "smiles": "O=[N+]([O-])c1ccccc1.O=[N+]([O-])c1ccccc1.O=C1OC[C@@H](F)O1.O=C1OC[C@@H](F)O1.O=C1OC[C@@H](F)O1.O=C1OC[C@@H](F)O1.O=C1OC[C@@H](F)O1.CCOS(C)(=O)=O.CCOS(C)(=O)=O.CCOS(C)(=O)=O"}